1.
{"formula": "C10H27FLi2N2O3", "method": "wB97M-V/def2-TZVPD", "elements": ["Li", "Li", "F", "C", "C", "O", "H", "H", "H", "H", "H", "C", "C", "C", "O", "C", "N", "H", "H", "H", "H", "H", "H", "H", "H", "H", "H", "H", "C", "C", "C", "O", "C", "N", "H", "H", "H", "H", "H", "H", "H", "H", "H", "H", "H"], "coordinates": [[5.898, 6.525, -8.328], [2.098, 7.325, -8.629], [4.212, 7.830, -10.186], [2.991, 3.606, -4.411], [3.043, 5.028, -4.866], [3.559, 5.293, -6.153], [2.492, 3.108, -5.243], [2.384, 3.490, -3.514], [3.881, 2.993, -4.269], [3.564, 5.550, -4.064], [2.076, 5.503, -4.698], [9.030, 2.793, -8.702], [8.726, 3.496, -10.052], [8.998, 2.611, -11.233], [8.346, 3.027, -12.503], [8.482, 2.119, -13.587], [7.327, 3.957, -9.943], [8.779, 1.743, -8.855], [8.601, 3.285, -7.830], [10.069, 2.886, -8.385], [9.263, 4.440, -10.145], [8.390, 1.737, -10.999], [10.008, 2.206, -11.298], [7.997, 1.185, -13.304], [9.536, 1.943, -13.805], [8.065, 2.605, -14.469], [6.833, 3.182, -9.525], [6.909, 3.842, -10.855], [8.189, 8.528, -4.922], [7.227, 9.255, -5.903], [7.168, 10.802, -5.713], [6.838, 11.166, -4.379], [5.605, 10.638, -3.939], [7.546, 8.871, -7.241], [8.340, 7.460, -5.081], [7.893, 8.762, -3.900], [9.243, 8.802, -4.875], [6.263, 8.833, -5.617], [6.468, 11.295, -6.387], [8.141, 11.218, -5.975], [4.758, 10.856, -4.589], [5.387, 11.060, -2.958], [5.635, 9.569, -3.730], [8.529, 9.022, -7.418], [7.013, 9.608, -7.682]], "orbital_gap_ev": 5.34, "e_lumo_ev": -0.877, "homo_energy_ev": -6.22}



2.
{"formula": "C10H27I2O2P2ScSi", "method": "wB97M-V/def2-TZVPD", "elements": ["I", "I", "Sc", "P", "C", "C", "H", "H", "H", "H", "H", "H", "C", "H", "H", "H", "P", "C", "C", "H", "H", "H", "C", "H", "H", "H", "H", "H", "H", "C", "O", "C", "Si", "C", "C", "O", "H", "H", "H", "H", "H", "H", "H", "H", "H"], "coordinates": [[0.357, -0.965, -5.037], [-0.431, 1.478, -3.849], [0.000, -0.273, -0.717], [-2.592, -0.071, -1.324], [-3.598, 1.352, -0.840], [-3.221, -0.646, -2.923], [-4.311, -0.762, -2.954], [-4.334, -1.429, -0.272], [-2.738, -1.592, -3.179], [-2.775, -2.326, -0.365], [-3.377, 2.184, -1.506], [-2.883, 0.061, -3.684], [-3.238, -1.347, -0.155], [-4.676, 1.152, -0.852], [-2.990, -1.094, 0.893], [-3.315, 1.676, 0.165], [2.595, 0.019, -1.314], [3.553, 1.470, -0.817], [3.282, -1.242, -0.143], [2.802, -1.497, -3.173], [4.358, -0.632, -2.930], [2.917, 0.141, -3.681], [3.264, -0.543, -2.904], [2.853, -2.236, -0.358], [4.382, -1.286, -0.256], [4.638, 1.311, -0.826], [3.253, 1.782, 0.186], [3.020, -0.998, 0.904], [3.308, 2.299, -1.482], [-0.038, 1.840, -0.772], [-0.060, 2.993, -1.006], [1.617, -0.895, 3.510], [0.000, -0.132, 2.804], [-1.621, -0.894, 3.498], [0.001, 1.728, 3.080], [0.009, -0.591, 1.206], [1.806, -1.015, 4.590], [2.502, -0.354, 3.155], [1.756, -1.907, 3.115], [-1.821, -0.999, 4.578], [-2.503, -0.359, 3.127], [-1.753, -1.911, 3.117], [0.866, 2.225, 2.634], [-0.860, 2.226, 2.626], [-0.004, 2.056, 4.131]], "charge": 2, "orbital_gap_ev": 6.77, "e_lumo_ev": -8.862, "homo_energy_ev": -15.64}



3.
{"formula": "C10H27NO6Rb", "method": "wB97M-V/def2-TZVPD", "elements": ["Rb", "C", "O", "C", "C", "N", "C", "C", "O", "C", "H", "H", "H", "H", "H", "H", "H", "H", "H", "H", "H", "H", "H", "H", "H", "C", "C", "O", "O", "H", "H", "H", "H", "H", "H", "C", "C", "O", "O", "H", "H", "H", "H", "H", "H"], "coordinates": [[0.295, -0.296, -1.543], [-1.557, -3.806, -0.447], [-1.313, -2.431, -0.177], [-1.760, -2.157, 1.155], [-1.774, -0.686, 1.521], [-0.477, -0.002, 1.260], [-0.690, 1.453, 1.389], [-0.703, 1.992, 2.812], [0.629, 2.125, 3.243], [0.690, 2.455, 4.617], [-0.925, -4.075, -1.294], [-2.605, -3.950, -0.717], [-1.265, -4.476, 0.366], [-1.215, -2.775, 1.873], [-2.818, -2.452, 1.197], [-2.055, -0.624, 2.577], [-2.549, -0.172, 0.952], [0.116, -0.311, 2.029], [-1.578, 1.796, 0.855], [0.105, 1.961, 0.826], [-1.245, 1.290, 3.454], [-1.184, 2.976, 2.830], [0.008, 3.289, 4.825], [1.692, 2.782, 4.870], [0.368, 1.616, 5.240], [0.827, 3.245, -2.764], [-0.354, 3.986, -2.130], [0.200, 4.919, -1.219], [1.432, 2.373, -1.808], [1.511, 4.001, -3.159], [0.522, 2.622, -3.609], [-1.016, 3.232, -1.695], [-0.888, 4.562, -2.896], [-0.329, 5.002, -0.422], [1.859, 2.959, -1.164], [1.854, -3.154, -3.076], [2.065, -3.635, -1.644], [2.241, -2.486, -0.822], [0.532, -2.655, -3.265], [2.018, -4.020, -3.722], [2.588, -2.374, -3.293], [2.887, -4.358, -1.630], [1.188, -4.191, -1.293], [2.426, -2.796, 0.073], [0.250, -2.756, -4.177]], "charge": 1, "orbital_gap_ev": 9.99, "e_lumo_ev": -2.457, "homo_energy_ev": -12.45}



4.
{"formula": "C10H28CuN2O7P", "method": "wB97M-V/def2-TZVPD", "elements": ["Cu", "P", "O", "O", "O", "O", "C", "C", "O", "H", "H", "H", "H", "H", "H", "C", "C", "C", "O", "C", "N", "H", "H", "H", "H", "H", "H", "H", "H", "H", "H", "H", "C", "C", "C", "O", "C", "N", "H", "H", "H", "H", "H", "H", "H", "H", "H", "H", "H"], "coordinates": [[26.455, 4.141, -11.180], [26.399, 5.999, -9.299], [25.338, 6.931, -8.726], [26.026, 4.456, -9.093], [27.789, 6.438, -8.679], [26.570, 6.361, -10.797], [26.388, -0.432, -9.799], [27.485, 0.268, -10.501], [27.384, 1.666, -10.221], [25.386, -0.251, -10.189], [26.417, -0.518, -8.713], [26.631, -1.458, -10.077], [27.458, -0.043, -11.546], [28.486, -0.074, -10.239], [27.216, 1.806, -9.286], [29.533, 2.635, -13.071], [29.297, 4.008, -12.358], [30.392, 5.082, -12.565], [30.103, 6.291, -11.837], [31.217, 7.093, -11.530], [28.007, 4.419, -12.990], [29.595, 2.761, -14.152], [28.680, 2.006, -12.813], [30.364, 2.116, -12.594], [29.066, 3.915, -11.297], [30.745, 5.313, -13.570], [31.251, 4.588, -12.111], [31.697, 7.381, -12.466], [31.969, 6.616, -10.901], [30.832, 7.947, -10.973], [28.118, 5.410, -12.829], [28.060, 4.476, -13.997], [23.682, 2.262, -11.747], [23.002, 3.615, -11.742], [21.763, 3.715, -10.855], [21.380, 5.125, -10.769], [20.347, 5.411, -9.814], [24.068, 4.607, -11.494], [24.106, 2.135, -10.751], [24.395, 2.253, -12.572], [22.989, 1.434, -11.895], [22.711, 3.857, -12.764], [21.967, 3.354, -9.847], [20.957, 3.115, -11.278], [20.716, 5.118, -8.831], [19.445, 4.847, -10.048], [20.241, 6.493, -9.892], [23.848, 5.519, -11.866], [24.009, 4.747, -10.495]], "charge": -1, "orbital_gap_ev": [6.07, 5.80], "e_lumo_ev": [2.685, 2.684], "multiplicity": 2, "homo_energy_ev": [-3.38, -3.11]}